[1]
Computed, not measured: a cluster of 15 separate species, C54H69N15 in total, with the ωB97M-V functional and the def2-TZVPD basis.

Values from the calculation:
Gap between HOMO and LUMO in Eh: 0.291
E_tot in eV: -79463.0136
Lowest unoccupied orbital energy in eV: 0.41
Energy relative to the best compared isomer or geometry (same formula, charge and spin) in kJ/mol: 0.00
Multiplicity: 1

```
138
Properties=species:S:1:pos:R:3:forces:R:3
C 1.471362 6.238195 0.213900 0.6 -0.9 -0.2
C 0.843253 5.100212 -0.470021 -0.4 0.3 -0.1
N 0.441446 4.197801 -1.057824 0.1 0.1 0.2
H 2.298143 5.746871 0.726868 0.2 0.3 0.4
H 0.869255 6.774748 0.947158 -0.2 -0.2 -0.4
H 1.923681 6.869295 -0.551082 -0.3 0.3 0.2
C 1.346186 2.842919 -4.860145 -1.1 -0.2 0.5
C 0.432846 2.102174 -5.756025 1.7 1.4 0.9
N -0.263423 1.585579 -6.489483 -1.0 -0.9 -0.9
H 0.838711 2.847297 -3.895490 0.2 -0.3 0.3
H 1.374075 3.911188 -5.074906 0.3 -0.2 -0.6
H 2.317564 2.358618 -4.760280 -0.1 0.1 -0.2
C -1.120798 -6.778279 -0.342022 0.6 0.2 0.3
C -0.699812 -5.406152 -0.018201 0.6 2.3 0.6
N -0.374868 -4.308400 0.231778 -0.8 -2.8 -0.7
H -1.408172 -6.834148 -1.391976 -0.2 -0.1 0.2
H -1.891605 -7.126702 0.345402 -0.2 0.3 -0.3
H -0.272657 -7.440208 -0.167075 0.1 0.0 -0.2
N 1.345839 -3.604117 -3.264462 -0.7 -0.9 -0.1
C 1.747109 -4.327918 -4.355535 0.9 0.6 -0.2
C 3.081031 -4.640278 -4.148358 -1.5 -1.2 -2.5
C 3.394748 -4.214662 -2.898790 2.5 -0.7 2.2
C 2.320947 -3.651034 -2.315664 -0.5 1.2 0.5
H 0.440563 -3.165786 -3.172533 0.1 -0.2 0.2
H 1.135792 -4.529550 -5.222738 -0.1 0.3 0.2
H 3.658699 -5.201965 -4.867531 0.2 0.1 0.2
H 4.315840 -4.424243 -2.375270 0.1 0.2 -0.1
H 2.257833 -3.206411 -1.333453 -0.4 0.0 -0.1
N -4.179496 1.336117 -3.861953 0.8 -1.4 1.9
C -4.418093 2.625506 -4.052962 1.4 2.0 0.2
C -3.422500 3.341574 -3.348478 -0.5 0.4 -0.8
C -2.553901 2.438093 -2.635028 -2.6 -1.8 -1.4
C -3.146670 1.204695 -2.937708 0.5 -0.6 -0.6
H -4.795898 0.588154 -4.146034 0.3 0.1 0.1
H -5.187549 2.900532 -4.759143 0.1 0.5 0.2
H -3.324456 4.410333 -3.469061 0.1 0.0 0.3
H -1.677755 2.474951 -2.004632 -0.2 0.7 -0.1
H -2.874652 0.191533 -2.680969 0.2 0.1 0.2
N 4.518161 0.637980 0.037808 -0.3 -2.3 -0.1
C 5.866743 0.457915 -0.074051 -0.8 -1.5 0.1
C 6.047790 -0.926377 -0.363973 3.0 3.0 -0.2
C 4.837396 -1.527580 -0.566055 -1.9 -0.4 0.8
C 3.898375 -0.608205 -0.168520 -0.6 2.0 -0.4
H 4.011504 1.495125 0.207210 0.2 0.0 0.3
H 6.509675 1.299732 0.136578 0.3 -0.4 -0.1
H 7.050782 -1.313184 -0.467824 -0.1 -0.3 -0.2
H 4.580032 -2.501052 -0.956580 0.3 -0.1 0.3
H 2.824719 -0.647331 -0.058387 0.1 -0.1 -0.3
N -1.038776 1.454641 4.714850 -0.2 0.7 0.9
C -0.666313 2.579758 4.059263 0.7 0.3 -0.7
C 0.658927 2.889458 4.426780 -1.3 0.0 -0.8
C 1.061006 1.911791 5.353565 -1.5 -0.9 1.0
C -0.086024 1.140316 5.599207 2.1 -1.1 0.0
H -1.889562 0.913230 4.659010 -0.2 0.4 -0.3
H -1.378031 2.985117 3.355320 0.3 0.4 -0.1
H 1.247873 3.699840 4.023248 -0.1 0.0 0.0
H 1.997938 1.650249 5.822770 0.1 0.6 0.0
H -0.190322 0.291105 6.258263 0.0 -0.1 -0.1
N -1.356029 -2.933737 -5.212085 0.8 1.2 1.0
C -1.662810 -3.970951 -4.386481 -0.2 0.2 -1.2
C -1.673731 -3.497444 -3.118658 -0.3 -0.7 1.4
C -1.298034 -2.115298 -3.071383 -0.1 -0.4 -2.9
C -1.055300 -1.806420 -4.439897 -1.0 -0.7 0.2
H -1.358671 -2.993577 -6.220309 0.2 0.3 0.3
H -1.795040 -4.932379 -4.860380 -0.2 -0.1 0.5
H -1.849644 -4.196111 -2.314097 -0.1 0.4 0.4
H -1.234443 -1.435868 -2.234293 0.2 -0.2 -0.2
H -0.772866 -0.923349 -4.993798 0.0 0.3 0.4
N -3.095597 -1.397038 -0.003785 -0.4 -1.1 0.3
C -4.013097 -0.458123 0.356238 -0.2 0.4 0.0
C -5.054459 -1.085007 1.042527 0.2 0.9 -1.4
C -4.783237 -2.442261 0.980296 1.2 -2.0 0.4
C -3.538545 -2.642744 0.388892 -0.7 0.8 -0.3
H -2.184969 -1.295163 -0.428619 -0.2 0.6 0.1
H -3.906487 0.543202 -0.034117 0.0 0.1 0.3
H -6.018461 -0.690422 1.327816 0.3 0.3 0.1
H -5.352818 -3.247549 1.420173 -0.2 0.1 -0.1
H -2.999028 -3.512176 0.043341 -0.1 0.0 0.5
N 0.373138 1.159112 -0.651266 -0.6 -1.7 -0.7
C 0.533479 -0.188654 -0.990934 0.4 1.1 -0.6
C 0.220354 -0.938951 0.107898 0.6 -0.8 -0.8
C -0.124264 -0.055972 1.106963 -1.4 0.4 1.9
C -0.161610 1.211459 0.605086 0.8 0.9 0.1
H 0.388082 1.928482 -1.305435 0.1 0.0 0.2
H 0.910120 -0.448825 -1.969121 0.0 0.0 0.0
H 0.207811 -2.005555 0.277039 0.2 0.0 -0.5
H -0.399294 -0.420703 2.085599 -0.2 0.5 0.2
H -0.433169 2.180273 0.997566 0.0 -0.2 0.3
N 2.972928 -1.228146 -4.180572 2.1 0.1 1.0
C 4.024972 -0.348075 -3.966319 -0.6 0.7 -0.1
C 4.120215 0.505739 -5.059014 -0.9 -0.9 0.4
C 3.129206 0.062643 -5.979650 -0.5 -1.6 0.1
C 2.529026 -1.105840 -5.434034 -0.6 2.7 -1.1
H 2.685652 -1.941185 -3.525477 0.3 0.0 -0.2
H 4.592534 -0.280324 -3.049974 -0.2 -0.4 0.1
H 4.745919 1.385522 -5.088668 0.1 -0.2 -0.2
H 2.806044 0.473303 -6.924804 0.3 0.1 0.0
H 1.635606 -1.625390 -5.747529 0.3 -0.1 -0.2
N 1.636541 -2.485654 2.761321 -0.7 -0.5 1.3
C 0.543388 -3.117678 3.313720 -0.1 -0.2 0.7
C 0.653969 -3.076019 4.725905 -0.6 0.5 -1.8
C 1.790959 -2.278993 4.993137 0.5 -0.3 0.3
C 2.375662 -2.020281 3.803966 1.2 1.5 -1.3
H 1.875563 -2.371231 1.786702 -0.2 -0.1 0.2
H -0.240659 -3.451108 2.650019 0.1 -0.4 0.3
H -0.048011 -3.479621 5.440548 0.0 0.0 -0.2
H 2.229969 -1.880794 5.895975 -0.3 -0.4 0.3
H 3.222267 -1.391635 3.570556 0.2 -0.1 0.2
N -3.591013 -0.156040 6.146881 -0.1 -0.9 1.0
C -4.725967 0.366992 5.632664 -0.1 0.4 -0.3
C -4.712072 0.055934 4.287769 -0.9 1.3 -0.6
C -3.521238 -0.615411 3.976937 0.1 -1.6 0.8
C -2.955279 -0.891438 5.196475 1.5 0.4 0.3
H -3.320828 -0.082759 7.117302 -0.1 -0.2 -0.2
H -5.356550 0.929448 6.305276 -0.3 0.0 -0.4
H -5.428662 0.347493 3.534184 -0.2 0.1 0.2
H -3.152959 -1.036437 3.053082 -0.4 0.1 -0.1
H -2.090457 -1.468569 5.488704 0.1 0.1 -0.3
N 2.912618 2.053681 2.731806 1.5 -1.2 2.0
C 2.838613 2.786929 1.659502 0.5 2.5 -3.0
C 4.049497 3.550869 1.529139 -3.3 -0.3 -1.7
C 4.790863 3.197044 2.590960 2.4 0.1 2.5
C 4.135379 2.264866 3.344874 -1.0 -0.6 0.4
H 2.145867 1.556867 3.162343 0.0 -0.2 -0.2
H 1.981546 2.722556 1.005517 0.0 0.2 0.1
H 4.318103 4.325171 0.825784 -0.3 -0.2 -0.2
H 5.691140 3.715426 2.886236 0.3 -0.4 0.0
H 4.374426 1.732253 4.253492 0.1 0.2 -0.1
N -4.585833 3.313727 3.206833 -0.2 0.7 0.1
C -4.110816 4.610189 3.299821 0.8 -1.0 0.0
C -3.209937 4.802574 2.275897 -0.3 -0.8 -1.0
C -3.215602 3.617899 1.451316 -2.0 -1.7 1.8
C -4.141571 2.684442 2.073517 2.3 2.3 -0.3
H -5.047955 2.893006 4.000262 -0.1 -0.2 -0.5
H -4.323411 5.198007 4.180537 -0.1 0.0 -0.2
H -2.634819 5.692135 2.065370 -0.1 0.0 0.1
H -2.621979 3.334185 0.594862 -0.1 0.4 -0.1
H -4.388740 1.656416 1.853318 0.1 0.2 0.0
```
Forces are in eV/Å.

[2]
Computed, not measured: a structure of composition C29H40F4N4PPt, with the ωB97M-V functional and the def2-TZVPD basis.

Values from the calculation:
Gap between HOMO and LUMO (alpha / beta) in Eh: 0.245 / 0.156
Expectation value of S²: 6.096
E_tot in eV: -60057.2806
Lowest unoccupied orbital energy (alpha / beta) in eV: -9.01 / -12.64
Energy relative to the best compared isomer or geometry (same formula, charge and spin) in kJ/mol: 290.90
Multiplicity: 5
Charge: +3

```
79
Properties=species:S:1:pos:R:3:forces:R:3
Pt -0.000037 0.450525 0.073322 0.1 -0.1 0.1
C 0.120106 3.269955 1.622959 0.0 0.1 0.0
N -0.524676 1.942722 1.778298 0.1 -0.3 -0.2
C -0.139614 1.402731 3.098867 0.0 0.1 0.2
C -1.995886 2.005404 1.615439 0.0 0.1 0.0
C -2.387076 2.632086 0.292260 0.0 0.0 0.1
N -1.660584 2.053085 -0.826992 0.1 -0.1 0.0
C -1.864069 2.579986 -2.044982 -0.1 0.1 -0.1
C -1.232284 2.011690 -3.182568 0.2 -0.2 -0.1
F -0.480752 0.963027 -3.060701 -0.3 0.2 0.0
C -1.373099 2.526706 -4.524982 0.1 -0.1 0.0
F -0.715081 1.893094 -5.442804 -0.1 0.1 0.2
C -2.156352 3.616672 -4.822700 0.0 0.0 0.0
C -2.810748 4.186630 -3.753172 -0.1 0.0 0.1
F -3.581079 5.208732 -3.903542 0.1 -0.1 0.0
C -2.689405 3.686865 -2.394988 -0.1 0.1 0.0
F -3.400163 4.324486 -1.514580 0.1 -0.1 -0.2
H -0.305782 4.013799 2.302693 0.0 0.0 0.0
H 0.014082 3.620860 0.600683 0.0 0.0 0.0
H 1.184136 3.172134 1.826775 0.0 0.0 0.0
H -1.168195 -0.368787 3.488179 0.0 0.0 0.0
H 0.928504 1.598890 3.206985 0.0 0.0 0.0
H -0.170726 -0.428199 2.119200 0.0 0.0 0.1
H -2.463793 2.602149 2.403805 0.0 0.0 0.0
H -2.392586 0.990452 1.679955 0.0 0.0 0.0
H -2.233838 3.713233 0.338512 0.0 0.0 0.0
H -3.462220 2.480656 0.144410 0.0 0.0 0.0
H -2.258277 4.000026 -5.830860 0.0 0.0 0.0
C 4.382744 -1.322276 1.866810 0.0 0.0 0.0
C 4.246558 -1.903946 3.118250 0.0 0.0 0.0
C 3.052376 -1.751943 3.798050 -0.1 0.0 0.1
C 2.018107 -1.040732 3.195136 0.1 0.0 -0.2
N 2.127432 -0.516509 1.956809 -0.2 0.0 0.1
C 3.299444 -0.648832 1.329340 -0.2 0.0 0.0
C 0.791374 -0.718733 3.922160 0.0 0.1 0.1
C 0.572241 -0.710787 5.270698 0.0 0.0 -0.1
C -0.404230 0.055960 5.921925 -0.1 0.1 0.0
C -1.059313 1.243040 5.450006 0.0 -0.1 0.1
C -0.915436 1.909227 4.277823 0.0 0.0 0.0
N -0.257066 -0.099844 3.106113 0.2 0.0 -0.2
H 5.308292 -1.387101 1.312460 0.0 0.0 0.0
H 5.062344 -2.456230 3.564824 0.0 0.0 0.0
H 2.923960 -2.175471 4.784294 0.0 0.0 0.0
H 3.370306 -0.193674 0.351561 0.0 0.1 -0.1
H 1.226924 -1.305235 5.896388 0.0 0.0 0.0
H -0.574082 -0.171888 6.965871 0.0 0.0 0.0
H -1.683322 1.727301 6.191361 0.0 0.0 0.0
H -1.360988 2.891340 4.186251 0.0 0.0 0.0
C 0.067284 -3.302041 0.664891 0.0 0.0 0.0
C 0.949035 -2.881871 -0.510269 -0.1 0.1 0.1
C 1.147839 -4.031602 -1.502941 0.1 0.0 0.0
P 0.312941 -1.368028 -1.357473 0.0 0.3 0.0
C -1.338919 -1.983314 -2.022260 0.2 0.1 -0.1
C -1.504381 -2.144673 -3.532338 0.0 0.0 0.0
C -2.517663 -1.205082 -1.441966 0.0 -0.1 0.1
C 1.705103 -1.013306 -2.575474 -0.2 0.0 -0.1
C 2.159081 0.457003 -2.612693 0.1 0.1 0.0
C 1.567293 -1.535262 -4.008106 0.0 0.0 0.0
H 0.491012 -4.183967 1.146084 0.0 0.0 0.0
H -0.945385 -3.565401 0.355087 0.0 0.0 0.0
H -0.002050 -2.513504 1.415593 0.0 0.0 0.1
H 1.929797 -2.592435 -0.122534 0.0 0.0 0.0
H 0.213936 -4.343396 -1.972036 0.0 0.0 0.0
H 1.539603 -4.897533 -0.968291 0.0 0.0 0.0
H 1.863833 -3.786830 -2.286286 0.0 0.0 0.0
H -1.380660 -2.984307 -1.589252 0.0 0.0 0.0
H -1.439179 -1.194421 -4.063290 0.0 0.0 0.0
H -2.495013 -2.558180 -3.728805 0.0 0.0 0.0
H -0.783048 -2.831344 -3.963804 0.0 0.0 0.0
H -2.614592 -0.219492 -1.901353 0.0 0.0 0.0
H -2.437017 -1.076737 -0.360706 0.0 0.0 0.0
H -3.439758 -1.751880 -1.645571 0.0 0.0 0.0
H 2.506771 -1.596935 -2.113107 0.0 0.0 0.1
H 1.834853 0.936189 -3.536945 0.0 0.0 0.0
H 3.247882 0.513948 -2.600207 0.0 0.0 0.0
H 1.785087 1.053792 -1.776269 0.1 -0.1 0.1
H 0.803324 -0.994753 -4.565689 0.0 0.0 0.0
H 1.348178 -2.598086 -4.056491 0.0 0.0 0.0
H 2.516656 -1.379843 -4.523135 0.0 0.0 0.0
```
Forces are in eV/Å.

[3]
Computed, not measured: a cluster of 10 separate species, C16H54N2O10 in total, with the ωB97M-V functional and the def2-TZVPD basis.

Values from the calculation:
Gap between HOMO and LUMO in Eh: 0.337
E_tot in eV: -40916.5473
Lowest unoccupied orbital energy in eV: -0.02
Energy relative to the best compared isomer or geometry (same formula, charge and spin) in kJ/mol: 488.60
Multiplicity: 1

```
82
Properties=species:S:1:pos:R:3:forces:R:3
C 3.072790 7.340200 -4.611760 0.3 2.4 -0.5
O 2.070060 7.504660 -5.636460 -0.3 -1.2 1.2
C 2.522240 8.149810 -6.793800 -1.0 0.1 0.2
C 2.973870 9.620870 -6.575150 0.0 -0.3 -0.2
C 1.877510 10.621430 -6.202380 0.1 -0.5 1.5
N 3.501520 10.171320 -7.787630 0.4 -0.3 -1.4
H 4.084390 7.212280 -4.996990 0.0 -1.0 -0.4
H 2.847220 6.696180 -3.761780 -0.5 -0.3 -0.7
H 3.189410 8.351080 -4.221100 -0.1 0.1 0.8
H 3.128870 7.416060 -7.324580 1.5 0.6 0.0
H 1.691580 8.134110 -7.499400 -0.7 0.5 0.2
H 3.763890 9.649650 -5.824720 -0.1 -0.1 0.2
H 2.347040 11.452410 -5.675960 0.0 0.0 0.2
H 1.190910 10.122290 -5.518610 -0.3 0.3 0.0
H 1.361340 11.101500 -7.033770 -0.1 -0.6 -0.2
H 2.669620 10.355810 -8.329850 0.0 0.5 -0.5
H 3.915710 9.412250 -8.309510 0.7 -0.1 -0.2
C 8.547680 2.068390 -7.363100 -1.2 -0.1 -0.8
O 8.718490 0.896850 -8.125030 0.5 0.0 -0.1
C 10.053370 0.585720 -8.403830 0.8 -1.7 -0.4
C 10.097320 -0.750450 -9.171700 -1.1 -0.6 -0.7
C 9.430920 -1.923600 -8.495280 -0.5 0.3 1.5
N 11.437970 -1.210120 -9.508400 0.3 0.8 -0.4
H 8.680100 1.873390 -6.298900 0.3 0.3 0.0
H 7.514760 2.338600 -7.582570 -0.3 0.1 0.6
H 9.089350 2.924480 -7.765340 0.7 -0.1 0.3
H 10.567040 1.343980 -8.994840 -0.2 0.4 -0.3
H 10.697360 0.419850 -7.540190 -0.2 0.2 0.7
H 9.506010 -0.644990 -10.081280 -0.1 0.6 -0.4
H 9.702310 -2.889570 -8.921130 0.0 0.2 -0.2
H 8.345870 -1.821310 -8.477750 0.0 0.0 0.0
H 9.757820 -1.935700 -7.455520 0.0 -0.2 0.2
H 11.767400 -0.579200 -10.225000 0.6 0.4 0.0
H 11.275510 -2.042750 -10.056520 0.2 -0.5 0.2
C 5.570890 4.634880 -6.380520 0.1 -0.7 -0.8
O 6.302300 5.314400 -5.405930 -0.5 0.5 0.5
H 6.122210 4.604190 -7.320310 0.4 -0.6 -0.1
H 5.381200 3.640630 -5.976070 -0.2 -0.2 -0.5
H 4.639170 5.065540 -6.747320 -0.4 0.5 0.9
H 7.083480 5.690830 -5.817830 0.4 0.6 0.1
C 8.571470 5.308230 -9.646100 -2.1 -0.4 0.8
O 9.018400 6.490830 -9.019030 1.0 -0.1 -0.2
H 8.015800 4.750590 -8.892210 0.3 -0.2 0.2
H 7.746220 5.615240 -10.288600 0.3 -0.4 -0.8
H 9.311290 4.631980 -10.074420 0.2 0.4 -0.2
H 9.467250 6.955110 -9.729360 0.2 0.6 0.4
C 4.779890 0.275150 -6.788560 -0.5 0.3 -1.5
O 5.259260 -0.753350 -7.694070 -0.3 0.5 1.1
H 4.823490 0.031250 -5.727090 0.5 -0.3 -0.3
H 5.256790 1.215730 -7.064200 0.6 0.1 0.7
H 3.743270 0.520190 -7.019760 -0.4 -0.4 0.1
H 5.564770 -0.267880 -8.463870 0.1 -0.2 -0.1
C 6.864960 9.569450 -5.768780 -1.0 0.2 0.6
O 8.156300 9.261120 -5.345220 0.6 0.2 -0.4
H 6.763040 10.623060 -6.028810 0.1 0.0 0.0
H 6.483000 8.976740 -6.599980 0.3 -0.1 -0.4
H 6.197510 9.346610 -4.936340 -0.5 0.2 0.1
H 8.294580 8.353930 -5.627160 0.3 -0.3 0.1
C 4.043520 3.630680 -9.923490 -1.0 0.3 1.0
O 5.386470 3.778360 -10.287890 0.3 0.0 -0.5
H 3.616430 4.535300 -9.490650 0.2 0.5 0.1
H 3.342220 3.393850 -10.723610 0.3 -0.5 -0.2
H 3.993970 2.916750 -9.101320 -0.1 -0.4 -0.3
H 5.400070 4.176060 -11.161530 0.2 0.0 0.0
C 9.639110 6.068760 -5.770040 1.7 -0.1 1.4
O 8.467950 6.684790 -6.217390 -0.2 -0.4 -0.5
H 9.986010 6.534600 -4.847670 -0.2 0.1 0.1
H 9.535580 5.009370 -5.535360 -0.2 -0.2 -0.3
H 10.460340 6.226540 -6.469170 -0.1 -0.2 -0.2
H 8.594880 6.592220 -7.164450 -0.6 0.6 -0.9
C 7.068760 7.101320 -2.182900 0.3 -1.0 0.4
O 6.353100 7.532420 -1.038590 0.2 1.0 0.1
H 7.999110 7.650010 -2.329500 -0.4 0.7 0.3
H 7.438380 6.095680 -1.982480 -0.3 -0.4 -0.4
H 6.482720 7.141870 -3.101060 -0.1 -0.1 0.0
H 5.648950 6.930570 -0.786490 0.2 -0.2 -0.4
C 6.677670 2.300130 -3.764260 0.4 1.3 0.0
O 6.326000 3.614400 -3.207760 0.3 -2.3 0.2
H 7.539280 2.349720 -4.430040 0.1 0.5 -0.2
H 7.044910 1.607560 -3.006920 -0.6 0.3 0.5
H 5.888300 1.840030 -4.358660 -0.4 0.1 0.3
H 6.413840 4.289560 -3.884550 0.1 0.2 -0.6
```
Forces are in eV/Å.